Molecular formula: C21H27I3N2O2S
Method: DFT, ωB97M-V/def2-TZVPD

The geometry in XYZ format:
```
56
Properties=species:S:1:pos:R:3:mulliken_charge:R:1
C -3.99408 3.77194 -2.98588 -1.0962
C -4.26154 2.30226 -2.33284 0.0542
C -4.00733 2.39739 -0.74786 -0.1950
C -4.82825 1.33399 0.13334 -0.8416
C -4.35361 -0.19499 -0.03445 -0.2906
C -3.60583 -0.79710 1.27654 -0.7435
C -2.28522 0.09753 1.52071 0.6442
C -0.95038 -0.73179 1.78396 0.5782
C 0.12178 -0.86648 0.64335 0.5541
C -0.11527 -0.21806 -0.81946 -1.2870
I 0.28102 1.86825 -1.24938 0.1400
C -0.60428 -1.14710 -1.80824 -0.0332
C -0.83764 -2.71098 -1.42450 -0.8250
I -1.05645 -0.54724 -3.85385 0.0392
C 1.50061 -1.63986 0.83774 0.6705
C 2.59450 -1.70872 -0.36081 -0.6664
C 3.43526 -0.31535 -0.24645 -0.3943
C 5.03592 -0.54401 -0.48157 -0.4000
O 5.69230 0.58300 0.15887 -0.2811
C 6.99965 0.80948 -0.35053 0.6496
C 8.15970 1.34013 0.65743 -0.8511
O 7.35094 0.67415 -1.55837 -0.5360
C 1.84066 -2.34762 2.17195 -0.9949
I 3.68050 -3.47953 2.49541 0.0518
C 0.78170 -2.22364 3.33628 0.4756
N 0.84674 -2.74029 4.68695 -0.5851
S -0.57668 -2.22535 5.46451 0.1714
N -1.46590 -1.35427 4.28637 -0.5305
C -0.57277 -1.43339 3.15325 0.3130
H -3.00155 4.23275 -2.60163 0.2317
H -4.83563 4.49716 -2.70755 0.3073
H -3.92851 3.74601 -4.12694 0.3347
H -3.43093 1.62700 -2.76882 -0.0725
H -5.30974 1.93080 -2.61173 0.2746
H -4.35512 3.45371 -0.41227 0.3530
H -2.86932 2.38259 -0.57917 -0.0758
H -5.92639 1.38302 -0.23459 0.3799
H -4.83253 1.62273 1.24907 0.3119
H -5.31525 -0.82706 -0.15624 0.3392
H -3.63707 -0.33966 -0.91962 0.0902
H -3.41769 -1.92251 1.21960 0.3523
H -4.29956 -0.61979 2.19044 0.3733
H -2.13242 0.74622 0.58831 -0.7920
H -2.51438 0.83717 2.38432 0.4377
H -1.37283 -2.84371 -0.42427 0.1959
H -1.44318 -3.23163 -2.24353 0.3940
H 0.18450 -3.23844 -1.35860 0.2297
H 3.25029 -2.64170 -0.30564 0.5752
H 2.07788 -1.66860 -1.39825 0.2242
H 3.35394 0.01414 0.86351 0.3079
H 3.02377 0.50453 -0.93494 0.1171
H 5.34034 -1.54267 0.00658 0.2143
H 5.17422 -0.60269 -1.61413 0.2985
H 7.74112 1.81178 1.60940 0.2776
H 8.96735 0.54205 0.84292 0.2507
H 8.70266 2.19445 0.09132 0.2793
```

E_HOMO ... -8.46 eV
E ... -2367.34595 hartree
Gap between HOMO and LUMO ... 7.0 eV

Molecular formula: C26H27KN8O6SSe
Method: DFT, ωB97M-V/def2-TZVPD

The geometry in XYZ format:
```
70
Properties=species:S:1:pos:R:3:mulliken_charge:R:1
K 0.81988 -0.09630 0.04994 1.0702
O -2.35636 6.52037 -3.89529 -0.7380
C -3.19600 5.65093 -3.57783 0.5473
O -4.44085 5.63739 -3.69304 -0.7386
C -2.59461 4.37386 -2.93313 -0.3716
C -1.25224 4.29082 -2.61019 -0.8321
C -0.75763 3.14262 -1.99705 0.6434
N -1.52328 2.07985 -1.72516 0.0102
C -2.80528 2.14255 -2.08727 0.8794
C -3.38343 3.26663 -2.67030 -0.9729
C -3.63986 0.91324 -1.90800 0.0152
C -4.36271 0.42216 -2.99604 -0.8352
C -5.11519 -0.72723 -2.84686 -0.4900
C -5.14090 -1.35870 -1.61287 -0.5193
C -4.39729 -0.80095 -0.58719 -0.3398
N -3.65779 0.30144 -0.72144 -0.1054
C 0.70094 3.03986 -1.66966 0.3230
C 1.44745 4.15748 -1.29974 -0.8294
C 2.79317 3.99427 -1.00082 -0.5577
C 3.35854 2.73058 -1.07954 -0.5439
C 2.54190 1.67224 -1.45446 -0.2825
N 1.24463 1.82353 -1.73042 -0.5099
H -0.61245 5.12474 -2.86949 0.6256
H -4.43674 3.30883 -2.92125 0.6001
H -4.30763 0.93516 -3.94800 0.4682
H -5.66325 -1.13736 -3.68734 0.3855
H -5.70722 -2.26673 -1.45194 0.3694
H -4.38461 -1.25933 0.39978 0.4853
H 0.97451 5.12876 -1.23859 0.4451
H 3.38901 4.84740 -0.69495 0.3964
H 4.39641 2.55365 -0.83097 0.4506
H 2.94244 0.65750 -1.52890 0.9152
N -1.18121 0.93144 1.73054 -0.1847
C -1.31395 0.12409 2.94107 -0.9588
C -1.54100 -1.34130 2.57668 -0.7387
N -0.56365 -1.76584 1.59176 1.0953
C -0.65038 -3.16526 1.17835 -0.7971
C -1.78781 -3.40091 0.17547 -0.7885
N -1.70996 -2.63870 -1.07120 -0.5176
H -2.03323 0.93273 1.17684 0.0365
H -0.96860 1.89518 1.96103 0.2413
H -0.37652 0.20379 3.49434 0.3782
H -2.12393 0.44319 3.60887 0.4355
H -1.51498 -1.94685 3.49580 0.3455
H -2.53874 -1.46080 2.14199 0.2454
H 0.36792 -1.56288 1.93060 -0.4965
H 0.29300 -3.42188 0.69790 0.1955
H -0.79226 -3.84319 2.03750 0.4328
H -1.79668 -4.46653 -0.06792 0.4334
H -2.75167 -3.17745 0.64343 0.2688
H -0.75908 -2.70018 -1.43333 0.3531
H -1.83412 -1.65375 -0.86011 0.0278
O 3.72395 -1.35528 -1.19891 -0.7492
S 2.78764 -2.30946 -0.60828 1.2983
O 3.11253 -3.70409 -0.84250 -0.7588
O 2.84086 -2.09690 0.94761 -0.6120
O 1.39735 -1.97941 -0.99052 -0.7916
Se 2.63635 -1.19666 2.85061 0.4507
N 2.00394 0.38906 2.51207 -0.1117
C 3.00933 1.26982 2.79448 0.3636
C 2.94276 2.65784 2.59327 -0.5604
C 4.02890 3.44045 2.92851 -0.6102
C 5.19748 2.86497 3.45748 -0.5094
C 5.28841 1.50170 3.65634 -0.6392
C 4.19295 0.68468 3.33815 0.6310
N 4.13831 -0.66862 3.53504 -0.9279
H 2.04517 3.09481 2.17028 0.4021
H 3.98236 4.51304 2.77418 0.3861
H 6.04106 3.49946 3.70509 0.3508
H 6.18932 1.04950 4.05290 0.4168
```

E_HOMO ... -3.26 eV
Net charge ... -2
E ... -5296.17155 hartree
Gap between HOMO and LUMO ... 7.0 eV

Molecular formula: C46H105BO36P7Zr
Method: DFT, ωB97M-V/def2-TZVPD

The geometry in XYZ format:
```
196
Properties=species:S:1:pos:R:3:mulliken_charge:R:1
Zr -0.10645 0.06892 0.00342 0.9310
O 1.76546 -1.90238 3.93353 -0.4648
C 2.75265 -1.54186 3.31177 0.1509
O 3.97527 -1.46227 3.71560 -0.5958
B 4.86406 -1.00228 2.63075 1.0032
O 3.91563 -0.40853 1.65086 -0.1973
C 2.74494 -0.94359 1.89157 0.0852
O 1.70036 -0.65037 1.20046 0.4452
O 5.56759 -2.08039 1.95737 0.0832
C 6.81508 -2.10362 2.35455 0.4394
O 7.71978 -2.89400 1.91052 -0.6238
C 7.08304 -0.84288 3.20602 0.3466
O 5.94112 -0.15526 3.23538 -0.6202
O 8.21015 -0.51542 3.63881 -0.5759
C -2.89876 0.05131 6.02430 -1.5400
C -2.79901 -0.28657 4.54226 1.1206
O -1.92483 -1.44306 4.30461 -0.3553
P -1.57442 -1.90955 2.77573 -1.1126
O -0.96841 -0.89690 1.85405 1.4278
O -0.83389 -3.35568 2.95241 0.2327
C -0.91024 -4.20306 4.04544 -0.3487
C -1.35698 -5.53095 3.43941 -0.9034
O -2.99291 -2.47866 2.25756 0.2747
C -3.95704 -3.20588 3.02427 -0.0703
C -5.41144 -2.84560 2.83701 -1.3896
H -2.84221 -0.92278 6.51015 0.4711
H -2.05965 0.64830 6.38153 0.2194
H -3.87308 0.37227 6.39278 0.3557
H -3.72609 -0.66425 4.11098 0.3508
H -2.61566 0.66881 4.05060 -0.7765
H 0.06751 -4.30688 4.51589 0.3309
H -1.72349 -3.91954 4.71354 0.3552
H -0.57780 -6.00051 2.83898 0.1214
H -1.73712 -6.09879 4.28861 0.5406
H -2.16826 -5.48602 2.71285 -0.0643
H -3.94023 -4.28296 2.85785 0.2643
H -3.67198 -3.09728 4.07072 0.3672
H -6.15543 -3.33222 3.46772 0.4185
H -5.49959 -1.77917 3.04445 0.0572
H -5.95634 -3.04911 1.91518 0.3777
C -5.52039 1.73136 3.57707 -0.8955
C -5.38276 1.26778 2.09755 -0.1462
O -4.02050 1.20539 1.91112 0.0699
P -3.23557 1.76270 0.70120 -0.7521
O -2.04403 0.92023 0.27444 0.5316
O -2.70434 3.20039 1.20703 0.3408
C -3.64474 4.25414 1.44955 -0.2407
C -3.17224 5.06025 2.68470 -1.6294
O -4.40053 1.96996 -0.41071 -0.3457
C -4.12378 2.80222 -1.54634 1.9303
C -5.41013 3.29189 -2.24195 -1.7367
H -4.77196 1.18680 4.15276 0.0495
H -5.29994 2.79589 3.65641 0.2190
H -6.47304 1.63288 4.09752 0.4910
H -5.71494 0.22963 2.09859 0.2665
H -5.91806 2.00696 1.50161 0.3891
H -3.71089 4.94824 0.61172 0.2495
H -4.64330 3.88502 1.68347 0.5569
H -3.75639 5.98008 2.65690 0.5712
H -3.38778 4.73512 3.70250 0.3308
H -2.15874 5.46123 2.69706 0.2293
H -3.43294 3.58766 -1.23989 -0.4469
H -3.66927 2.20141 -2.33408 -0.6862
H -6.22613 2.59032 -2.41525 0.3739
H -5.74602 4.09391 -1.58465 0.4437
H -5.19960 3.68470 -3.23668 0.4013
C -0.14836 6.95824 -0.35963 -1.4289
C -0.85329 5.50523 -0.47180 0.8567
O 0.14318 4.63913 -0.98993 0.0827
P -0.12589 3.31411 -1.85708 -1.4964
O -0.13213 2.03883 -1.04415 0.7061
O -1.57546 3.66467 -2.51336 0.0203
C -1.77423 4.62524 -3.62320 -0.5345
C -1.91320 3.91787 -4.92522 -0.5623
O 0.87380 3.41357 -3.10840 0.6376
C 1.76307 4.51175 -3.36124 -0.3281
C 3.20417 4.30629 -2.76134 -1.3628
H -0.92033 7.72385 -0.43703 0.3866
H 0.51991 7.07359 0.49371 0.3458
H 0.50810 7.13361 -1.21194 0.3251
H -1.22664 5.17112 0.49623 -0.6374
H -1.79455 5.42414 -1.01544 0.1552
H -2.69485 5.16122 -3.39241 0.5651
H -1.03862 5.42591 -3.69997 0.3433
H -2.48052 3.01959 -4.68163 -0.1335
H -2.48955 4.54879 -5.60187 0.6026
H -0.94747 3.65741 -5.35836 0.0062
H 1.97474 4.57032 -4.42889 0.4874
H 1.33664 5.47818 -3.09240 0.2583
H 3.22805 4.55349 -1.70001 0.3157
H 3.78010 3.41957 -3.02616 0.1349
H 3.78453 5.16043 -3.11023 0.5826
C 6.13565 0.97384 -2.64493 -1.3300
C 4.94496 0.12962 -3.14182 0.0869
O 3.78848 0.40995 -2.37954 0.4084
P 2.59331 -0.72795 -2.27580 -1.1124
O 1.49291 -0.23859 -1.36482 0.1262
O 2.31336 -1.15941 -3.73670 0.1927
C 2.72673 -2.39871 -4.28618 0.6335
C 2.12242 -2.54108 -5.68137 -1.5894
O 3.29784 -2.07956 -1.67134 1.2003
C 4.42982 -2.13323 -0.87688 1.4095
C 5.51486 -2.95795 -1.46967 -1.8058
H 6.95973 0.91305 -3.35578 0.4372
H 5.86972 2.02943 -2.58924 0.2184
H 6.48910 0.59215 -1.68708 0.2646
H 4.81873 0.35389 -4.20100 0.3588
H 5.21179 -0.90983 -3.33274 -0.0009
H 3.81596 -2.42045 -4.32090 0.4096
H 2.40101 -3.25777 -3.69964 -0.5654
H 2.62517 -3.29091 -6.29219 0.4953
H 1.04321 -2.64634 -5.57036 0.1723
H 2.36905 -1.68307 -6.30674 0.3676
H 4.84455 -1.17627 -0.56013 0.4031
H 4.18030 -2.66250 0.04275 -1.4003
H 6.54031 -2.75404 -1.16151 0.3754
H 5.55528 -3.99845 -1.14747 0.3831
H 5.51196 -2.96372 -2.55965 0.3058
C 1.78930 0.74986 6.35399 -1.4168
C 2.19279 1.36896 5.03505 0.1191
O 1.32517 1.03271 4.00406 0.2734
P 0.74141 2.11718 2.95519 -1.2383
O 0.15234 1.45198 1.73666 1.1210
O -0.22628 3.13992 3.78383 -0.1213
C -0.91216 2.65277 4.89087 1.1373
C -0.74867 3.78469 5.85961 -1.8220
O 1.97217 3.09107 2.61013 -0.0606
C 1.89761 4.47273 2.95148 0.1833
C 3.35671 5.09148 2.90518 -1.4778
H 1.25447 -0.19682 6.43054 0.2191
H 2.61427 0.72837 7.06608 0.3898
H 1.04952 1.49087 6.65689 0.4382
H 2.38838 2.44051 5.07521 0.3149
H 3.13321 0.85703 4.83101 0.1417
H -1.90957 2.50027 4.47855 0.0471
H -0.62998 1.69024 5.31749 -0.4291
H -1.03909 4.75335 5.45285 0.3697
H -1.29233 3.49152 6.75771 0.4168
H 0.30182 3.96051 6.09121 0.4144
H 1.21980 4.99990 2.28008 0.0410
H 1.34189 4.66544 3.86916 0.2107
H 3.67709 5.55982 1.97453 0.3444
H 3.24185 5.90573 3.62065 0.4118
H 4.20027 4.43254 3.11086 0.3346
C -4.52831 -0.77030 -5.32130 -1.4625
C -3.15023 -0.03654 -5.33504 -0.2227
O -2.81802 0.16757 -3.96607 0.1915
P -1.35102 -0.12765 -3.42511 -0.8503
O -1.07840 -0.16858 -1.96514 -0.2446
O -0.49120 1.07908 -4.11438 0.9587
C -0.02737 0.96159 -5.47289 -0.2587
C 1.31808 1.73042 -5.78869 -1.1625
O -0.79242 -1.47778 -4.12762 0.2622
C -1.14739 -2.80633 -3.76268 0.3148
C -1.74908 -3.46688 -4.99978 -1.6250
H -5.39526 -0.11944 -5.20783 0.3525
H -4.66096 -1.24112 -6.29538 0.3972
H -4.46405 -1.47859 -4.49529 0.3259
H -2.57980 -0.85273 -5.77836 0.1299
H -3.07644 0.93251 -5.82860 0.4031
H 0.18667 -0.09188 -5.65320 0.0203
H -0.73768 1.34880 -6.20339 0.4385
H 1.78755 1.43702 -6.72763 0.5449
H 1.09780 2.79753 -5.75978 0.2236
H 2.02275 1.55401 -4.97604 0.0370
H -0.26089 -3.38904 -3.51236 -0.0048
H -1.81407 -2.98552 -2.91917 0.2386
H -1.88164 -4.49569 -4.66501 0.4817
H -2.75004 -3.03734 -4.95895 0.4298
H -1.21824 -3.40073 -5.94949 0.2160
C -1.91430 -6.53102 -0.20839 -1.2556
C -1.86268 -5.04890 -0.26252 0.5421
O -0.65193 -4.68321 0.40832 0.6314
P 0.42030 -3.64866 -0.18155 -1.5871
O -0.03247 -2.16497 -0.34171 0.6217
O 1.69138 -3.73229 0.82182 -0.5183
C 2.02390 -4.82797 1.67965 -0.3396
C 3.34247 -5.29125 1.20166 -0.6611
O 1.04707 -4.36389 -1.52882 0.5793
C 1.27605 -5.73312 -1.80143 -0.1662
C 2.64268 -6.01172 -2.40872 -1.5121
H -2.85426 -6.78882 -0.69638 0.4884
H -1.12090 -6.74822 -0.92354 0.2593
H -1.77988 -6.94253 0.79194 0.2385
H -1.99946 -4.61995 -1.25518 -0.0526
H -2.73250 -4.57712 0.19459 -0.0037
H 2.11006 -4.59389 2.74073 0.2867
H 1.31685 -5.61396 1.41431 0.3936
H 3.15685 -5.78542 0.24802 0.0330
H 4.05192 -4.46381 1.21349 -0.0882
H 3.63157 -6.08591 1.88945 0.4958
H 1.17870 -6.15481 -0.80102 0.3975
H 0.64293 -6.21226 -2.54821 0.2934
H 3.51649 -5.83088 -1.78274 0.2610
H 2.76734 -7.01891 -2.80636 0.4768
H 2.92875 -5.33725 -3.21579 0.2183
```

E_HOMO ... -14.38 eV
Net charge ... +3
ΔE to the lowest compared entry with this formula, charge and spin ... 611.0 kJ/mol
E ... -6985.91768 hartree
Gap between HOMO and LUMO ... 7.3 eV